Record 1
A 3-piece molecular cluster, C19H41BN5O overall, computed with ωB97M-V/def2-TZVPD.

Properties
Strongest force on any atom (eV Å⁻¹): 2.98
Lowest unoccupied orbital energy (eV): -3.6
Charge: +1

Geometry as XYZ:
```
67
Properties=species:S:1:pos:R:3:forces:R:3:mulliken_charge:R:1
C -5.5716 -2.2448 -2.3349 0.84 0.76 0.59 -1.190
C -4.1789 -1.5883 -1.9421 0.22 -1.83 1.17 0.335
C -3.4808 -2.5853 -0.8885 0.64 0.21 -0.67 -1.150
C -1.8811 -2.3800 -0.8584 -1.32 -0.68 1.93 0.391
C -1.5748 -1.3791 0.3343 0.09 1.16 -1.05 -0.746
C -0.0463 -0.9848 0.5185 0.07 -0.59 1.20 0.040
C 0.9929 -2.1109 0.0902 0.42 1.24 0.36 -0.412
C 1.8023 -1.6185 -1.1900 0.76 -1.80 1.18 -1.010
N 0.9570 -1.0105 -2.2601 2.71 1.11 -0.53 0.197
C 1.6458 -0.0081 -2.9991 -0.12 -0.04 -0.59 0.307
N 3.0623 0.2139 -2.9881 -1.80 0.65 0.31 -0.509
N 0.9136 0.7561 -3.8045 0.42 -0.77 -0.33 -0.074
B -0.5911 0.6297 -3.9650 -1.68 -0.87 -0.40 0.394
O -1.0630 -0.5766 -4.5348 1.09 1.70 1.79 -0.802
C -1.4901 1.8852 -3.5215 -0.31 -0.18 0.05 -0.299
C -3.0324 1.5624 -3.2857 -0.26 1.05 -0.22 -0.942
H -6.0268 -1.6469 -3.1709 0.08 -0.91 0.85 0.358
H -6.2127 -2.2498 -1.4008 0.48 0.15 -1.25 0.301
H -5.3790 -3.3216 -2.5908 -0.35 1.13 -0.14 0.298
H -3.4604 -1.5536 -2.8219 -1.03 0.24 0.81 -0.132
H -4.2750 -0.5946 -1.4207 0.01 -0.83 -0.96 0.214
H -3.9230 -2.4559 0.1507 0.62 -0.01 -1.24 0.349
H -3.6776 -3.6639 -1.1645 0.05 1.21 0.05 0.428
H -1.4800 -2.0504 -1.8595 -0.40 -0.30 1.07 -0.309
H -1.4744 -3.4018 -0.5674 -0.16 1.28 -0.64 0.291
H -2.1267 -0.4109 0.0876 0.54 -1.09 0.35 0.102
H -2.0448 -1.7380 1.3025 0.86 0.11 -1.21 0.362
H 0.2520 -0.0128 0.0232 -0.60 -1.01 0.28 0.297
H 0.1033 -0.8112 1.6307 -0.20 -0.12 -1.39 -0.073
H 0.5580 -3.1406 -0.0035 0.31 1.14 -0.16 0.438
H 1.7606 -2.1714 0.9273 -0.81 -0.11 -1.11 0.062
H 2.3245 -2.5361 -1.6157 -0.35 1.27 0.41 0.260
H 2.6048 -0.9140 -0.8066 -1.17 -0.64 -0.71 0.311
H 0.6945 -1.7661 -2.9029 -0.54 0.61 0.05 0.385
H 3.3899 0.6594 -2.1243 0.01 -0.76 -0.07 0.233
H 3.3221 0.8635 -3.7447 -0.23 -0.46 0.41 0.298
H 1.3906 1.4764 -4.3572 -0.17 -0.37 0.50 0.217
H -1.9193 -0.8382 -4.1511 0.04 0.31 -0.53 0.299
H -1.0476 2.3733 -2.5973 -0.46 -0.46 -1.11 0.275
H -1.4523 2.6610 -4.3561 0.27 -0.87 0.92 0.355
H -3.2907 1.4957 -2.1920 0.38 -0.22 -1.18 0.186
H -3.4042 0.6618 -3.8448 0.42 0.79 0.65 0.246
H -3.6264 2.4432 -3.6888 0.61 -1.13 0.53 0.376
C 2.1714 0.2607 4.6497 0.23 -0.58 0.24 -0.998
C 2.4763 -1.0562 5.3581 0.01 0.32 -0.08 -0.615
C 2.4053 -2.2680 4.4248 -0.70 0.04 0.07 -0.523
C 1.0313 -2.3907 3.8508 -0.54 -0.32 -0.37 0.305
N -0.0361 -2.4849 3.4040 1.42 0.14 0.60 -0.449
H 1.1545 0.2793 4.2538 0.06 0.00 0.04 0.384
H 2.2627 1.0899 5.3426 0.04 -0.22 -0.06 0.461
H 2.8676 0.4297 3.8216 -0.01 0.02 0.01 0.172
H 1.7721 -1.1849 6.1846 0.08 -0.10 -0.05 0.354
H 3.4773 -1.0026 5.7942 -0.05 -0.15 -0.03 0.349
H 2.6427 -3.1819 4.9735 -0.11 -0.04 -0.16 0.359
H 3.1246 -2.1668 3.6083 -0.11 -0.02 -0.03 0.296
C 3.2722 3.4104 1.3792 0.01 -0.04 -0.02 -0.833
C 1.9548 4.1791 1.3616 0.19 -0.14 -0.23 -0.343
C 1.5897 4.7668 2.7266 -0.11 -0.69 0.24 -0.489
C 1.4410 3.6716 3.7317 -0.13 -0.29 0.67 0.277
N 1.3253 2.8205 4.5128 -0.15 1.93 -1.26 -0.464
H 3.2255 2.5475 2.0478 -0.01 0.08 0.04 0.114
H 3.5065 3.0347 0.3800 0.05 0.06 0.03 0.228
H 4.0963 4.0515 1.7024 -0.02 -0.08 -0.03 0.343
H 1.1579 3.5105 1.0220 -0.05 0.11 0.08 0.210
H 2.0258 4.9908 0.6326 -0.08 0.03 0.11 0.318
H 0.6489 5.3168 2.6602 0.05 -0.06 0.15 0.299
H 2.3632 5.4592 3.0665 -0.05 -0.09 0.07 0.288
```
Positions in Å, forces in eV/Å.

---

Record 2
C27H27CaN4OSbSe4 as an isolated structure, computed with ωB97M-V/def2-TZVPD.

Properties
Expectation value of S²: 0.7558
2S+1: 2
Strongest force on any atom (eV Å⁻¹): 0.37
Lowest unoccupied orbital energy (spin up / spin down) (eV): 2.4 / 1.2
Charge: -1

Geometry as XYZ:
```
65
Properties=species:S:1:pos:R:3:forces:R:3:mulliken_charge:R:1
Ca -0.3353 -0.0212 -0.0528 0.13 -0.06 0.11 0.708
C 0.8796 3.4429 3.4412 0.02 -0.03 0.01 -1.187
C 0.1634 4.6497 2.9085 -0.03 0.03 -0.04 0.901
C -0.7327 5.3453 3.7122 0.02 -0.03 0.01 -0.833
C -1.4116 6.4642 3.2588 -0.04 0.03 0.02 -0.752
C -1.1940 6.9137 1.9658 -0.02 0.02 0.00 -0.657
C -0.3193 6.2311 1.1414 0.05 -0.07 -0.01 -0.777
C 0.3522 5.0995 1.5962 -0.07 0.01 0.05 1.003
N 1.2671 4.4443 0.7414 0.02 -0.07 -0.06 -0.031
C 1.1847 3.0240 0.5189 0.03 0.03 -0.03 -1.521
N 2.4257 2.4951 0.5570 -0.01 0.12 0.07 0.289
C 2.9534 1.1778 0.3820 0.05 -0.04 0.00 0.757
C 2.1291 0.0592 0.2501 0.01 0.13 -0.07 -1.472
C 2.8329 -1.1504 0.1262 -0.10 -0.11 -0.02 -0.302
C 4.2154 -1.2497 0.1369 0.08 -0.02 0.00 -0.936
C 4.9785 -0.0980 0.2631 -0.03 0.02 0.00 -0.661
C 4.3622 1.1377 0.3865 -0.03 -0.07 0.00 0.978
C 5.2066 2.3779 0.5224 0.03 0.03 0.01 -1.510
N 0.0865 2.3878 0.3142 0.09 0.03 0.01 0.887
C -1.0902 3.1517 0.0660 -0.08 0.01 -0.03 0.371
C -2.1059 3.1601 1.0149 0.02 0.02 -0.02 0.111
C -3.2728 3.8684 0.7853 -0.01 -0.02 0.05 -1.318
C -3.4391 4.5530 -0.4096 -0.04 0.03 -0.01 -0.692
C -2.4422 4.5073 -1.3696 0.03 -0.01 -0.03 -0.752
C -1.2607 3.8054 -1.1585 -0.01 0.03 0.04 1.422
C -0.2229 3.7270 -2.2437 0.00 -0.01 0.01 -1.757
H 0.7713 3.3863 4.5234 0.00 0.00 0.01 0.504
H 1.9446 3.4777 3.2042 0.01 0.00 0.00 0.212
H 0.4861 2.5164 3.0147 0.00 0.00 0.01 0.187
H -0.8966 4.9925 4.7241 0.00 0.00 0.00 0.371
H -2.1086 6.9769 3.9087 0.00 0.01 0.00 0.378
H -1.7230 7.7789 1.5877 0.00 0.00 0.00 0.385
H -0.1813 6.5468 0.1135 0.00 0.00 -0.02 0.254
H 1.4119 4.9419 -0.1264 0.01 0.00 0.00 0.361
H 3.0884 3.1843 0.8673 0.00 -0.01 -0.01 0.331
H 2.2627 -2.0723 0.0239 0.01 0.01 -0.01 0.461
H 4.7012 -2.2155 0.0485 0.01 0.00 0.00 0.372
H 6.0619 -0.1513 0.2661 0.01 0.00 0.00 0.276
H 6.2628 2.1243 0.4391 0.01 0.01 0.00 0.363
H 5.0710 2.8689 1.4926 0.00 0.01 0.01 0.346
H 4.9817 3.1171 -0.2519 0.00 0.00 -0.01 0.326
H -1.9780 2.5934 1.9275 0.01 0.01 0.00 0.464
H -4.0554 3.8649 1.5326 -0.01 0.01 0.00 0.508
H -4.3579 5.0897 -0.6084 -0.01 0.00 0.00 0.466
H -2.5939 4.9974 -2.3248 0.00 0.00 -0.01 0.409
H -0.6916 3.8479 -3.2198 -0.01 0.01 -0.01 0.516
H 0.2868 2.7632 -2.2322 -0.01 0.00 0.00 0.256
H 0.5388 4.5100 -2.1502 0.01 0.00 0.01 0.227
Se -5.2626 -2.0070 -1.2597 -0.11 -0.12 -0.04 -0.689
Sb -3.7815 -0.2226 -0.6096 -0.30 0.20 -0.03 1.305
Se -2.6842 -0.4664 1.5635 -0.02 -0.03 0.22 -0.682
Se -5.5187 1.6084 -0.4524 0.02 -0.07 -0.03 -0.347
Se -2.1359 0.4472 -2.3028 0.12 0.01 -0.16 -0.768
O -0.2818 -2.2467 -0.7388 0.17 -0.01 0.05 -0.749
N -0.6318 -2.6773 -1.9148 -0.11 -0.09 -0.16 0.487
C 0.2433 -2.6073 -2.9380 -0.04 -0.01 0.03 -0.082
C -0.1194 -3.0306 -4.1972 0.03 0.03 0.06 -0.727
C -1.3962 -3.5261 -4.4148 0.00 -0.01 -0.02 -0.175
C -2.2794 -3.5766 -3.3515 -0.02 -0.02 -0.02 -0.743
C -1.8790 -3.1463 -2.1057 0.11 0.01 0.05 -0.362
H 1.2027 -2.1908 -2.6680 0.00 -0.01 -0.03 0.444
H 0.6022 -2.9546 -4.9981 0.00 0.00 0.00 0.383
H -1.6986 -3.8504 -5.4007 -0.01 0.00 0.00 0.380
H -3.2985 -3.9168 -3.4651 -0.01 0.03 0.02 0.380
H -2.5203 -3.1273 -1.2365 0.00 -0.01 -0.01 0.702
```
Positions in Å, forces in eV/Å.

---

Record 3
A 2-piece molecular cluster, C4H12O overall, computed with ωB97M-V/def2-TZVPD.

Properties
Energy above the lowest of the compared OMol25 structures with the same formula, charge and spin (eV): 0.881
Strongest force on any atom (eV Å⁻¹): 1.67
Lowest unoccupied orbital energy (eV): 0.8
SMILES string: CCC.CO

Geometry as XYZ:
```
17
Properties=species:S:1:pos:R:3:forces:R:3:mulliken_charge:R:1
C 0.7273 -1.0079 1.7134 -0.05 -0.19 -1.02 -0.927
C 0.8868 -1.2583 0.1833 -1.48 0.59 0.48 0.100
C 2.0130 -0.5278 -0.5137 0.66 -0.55 0.64 -1.164
H 1.6755 -0.6769 2.1249 0.02 -0.20 0.45 0.290
H 0.3483 -1.9362 2.1340 0.41 -0.03 0.47 0.290
H -0.0482 -0.2814 1.9358 0.12 0.40 -0.07 0.236
H 0.8699 -2.3387 0.0611 0.45 -0.02 -0.47 0.311
H -0.0454 -0.8917 -0.2622 -0.03 -0.31 -0.14 -0.108
H 1.9520 0.5446 -0.3386 -0.08 0.10 -0.08 0.299
H 2.9609 -0.8687 -0.0786 0.05 0.16 -0.21 0.337
H 2.0424 -0.7278 -1.5827 -0.06 0.05 -0.05 0.338
C -2.3762 1.3160 -0.8496 -0.53 1.13 1.12 -0.355
O -2.2413 2.6443 -1.3647 -0.67 -0.88 -0.93 -0.507
H -2.3880 1.4448 0.2407 -0.27 -0.56 0.01 0.220
H -1.6210 0.5627 -1.0612 0.29 0.27 -0.64 0.110
H -3.3536 1.0037 -1.2013 0.02 -0.34 0.10 0.253
H -1.4024 2.9993 -1.1408 1.16 0.39 0.35 0.279
```
Positions in Å, forces in eV/Å.

---

Record 4
A 10-piece molecular cluster, C30H85N5O10 overall, computed with ωB97M-V/def2-TZVPD.

Properties
Energy above the lowest of the compared OMol25 structures with the same formula, charge and spin (eV): 6.249
Strongest force on any atom (eV Å⁻¹): 3.48
Lowest unoccupied orbital energy (eV): 0.2
SMILES string: COC[C@H](C)N.COC[C@H](C)N.COC[C@H](C)N.COC[C@H](C)N.COC[C@H](C)N.CCO.CCO.CCO.CCO.CCO

Geometry as XYZ:
```
130
Properties=species:S:1:pos:R:3:forces:R:3:mulliken_charge:R:1
C -5.0569 -0.9359 -4.0152 0.30 -0.87 0.97 -0.744
O -5.4946 -0.9417 -2.6054 0.50 -0.28 -0.51 -0.288
C -5.0566 -2.1001 -1.8348 0.28 -1.08 -1.04 -0.997
C -5.4130 -2.1420 -0.3215 0.17 2.25 -1.97 0.702
C -4.5141 -3.0261 0.4887 0.09 0.04 -0.36 -1.279
N -6.7838 -2.4417 -0.0978 -0.71 -1.07 -0.18 -0.762
H -5.6531 -0.2704 -4.6396 -0.22 0.04 0.59 0.280
H -5.0468 -1.9231 -4.4771 -0.84 -0.43 0.25 0.308
H -4.0042 -0.7041 -4.1773 0.24 0.72 0.72 0.285
H -5.4360 -2.9899 -2.3371 -0.51 -0.26 -0.01 0.397
H -3.9816 -2.2505 -1.9351 0.41 0.54 0.12 0.364
H -5.3022 -1.0730 -0.1396 0.79 0.35 0.95 0.230
H -4.8405 -3.0974 1.5263 0.07 0.28 0.05 0.405
H -3.5089 -2.6102 0.4199 0.16 -0.42 0.23 0.313
H -4.5849 -4.0400 0.0948 0.32 -0.08 -0.10 0.310
H -6.9432 -2.3119 0.8911 -0.66 0.20 -0.09 0.222
H -7.3460 -1.8379 -0.6805 -0.37 0.08 0.37 0.255
C 1.8083 -6.0392 -2.4506 0.61 1.22 -0.18 -0.739
O 1.1857 -7.0883 -3.0827 0.52 -1.16 -0.82 -0.312
C 0.1754 -7.6247 -2.3130 -0.78 -1.22 -0.14 -0.623
C -0.3343 -9.0245 -2.7232 -1.33 0.17 1.15 0.411
C -0.8453 -9.1928 -4.1126 1.04 0.30 -1.71 -1.294
N -1.5139 -9.2724 -1.8041 0.78 -0.24 -0.86 -0.718
H 1.1002 -5.2268 -2.2874 -0.17 0.20 0.41 0.308
H 2.5664 -5.6251 -3.1152 0.09 -0.19 -0.05 0.263
H 2.2943 -6.3276 -1.5185 -0.06 -0.06 0.24 0.302
H 0.4487 -7.7802 -1.2694 0.43 0.43 0.31 0.326
H -0.6766 -6.9454 -2.3409 -0.37 0.15 0.12 0.293
H 0.3617 -9.8491 -2.5691 0.46 0.43 0.37 0.258
H -0.8276 -10.2378 -4.4219 -1.06 -0.14 0.40 0.329
H -0.1358 -8.8366 -4.8595 0.46 0.57 0.21 0.324
H -1.7366 -8.6119 -4.3495 -0.39 -0.46 0.23 0.332
H -2.2595 -8.7090 -2.1872 -0.34 0.02 0.13 0.275
H -1.3327 -8.9141 -0.8773 0.11 -0.02 0.21 0.263
C 6.1298 -9.9663 4.5202 -1.09 -0.18 0.15 -0.723
O 6.6960 -8.6979 4.4501 0.21 0.23 0.28 -0.314
C 7.5583 -8.6107 3.3480 0.43 0.70 0.32 -0.684
C 8.0082 -7.1562 3.1736 -0.35 -0.38 0.48 0.419
C 6.8381 -6.2427 2.8767 -0.78 -0.49 -0.54 -1.366
N 8.9883 -7.0035 2.1211 0.27 0.25 -0.35 -0.684
H 6.7874 -10.8068 4.7418 0.67 0.13 -0.25 0.282
H 5.6327 -10.1151 3.5616 -0.30 -0.63 0.01 0.336
H 5.4039 -9.9837 5.3332 -0.17 0.23 -0.12 0.242
H 8.3926 -9.2827 3.5495 0.48 0.01 -0.25 0.367
H 7.0914 -8.9290 2.4159 -0.38 -0.21 -0.20 0.325
H 8.3873 -6.8102 4.1352 0.51 -0.14 0.02 0.274
H 6.3879 -6.5042 1.9191 0.45 0.20 -0.69 0.342
H 7.1556 -5.2000 2.8773 -0.27 -0.07 0.07 0.314
H 5.9562 -6.4544 3.4813 0.43 0.38 0.83 0.358
H 8.5463 -7.1441 1.2239 -0.13 0.10 -0.16 0.258
H 9.7658 -7.6478 2.1422 0.04 -0.11 0.41 0.254
C -0.6398 1.8841 -1.4024 1.17 0.40 -0.46 -0.818
O 0.6325 1.7665 -0.7171 -1.18 0.05 0.46 -0.238
C 0.8724 0.5628 0.0062 2.31 0.02 -0.33 -0.743
C 2.1410 0.7171 0.9743 -2.68 0.70 1.69 0.310
C 2.4078 -0.5631 1.7658 0.56 -1.94 -2.33 -1.328
N 1.8033 1.6935 2.0304 -0.04 0.88 -0.49 -0.676
H -0.6015 2.7953 -1.9995 0.40 0.25 0.21 0.263
H -1.5282 2.0263 -0.7872 0.16 -0.62 0.46 0.298
H -0.7419 1.1258 -2.1787 -0.27 -0.57 0.37 0.341
H 0.0464 0.1237 0.5656 -0.39 0.57 0.26 0.358
H 1.1573 -0.2002 -0.7182 -0.03 -0.33 -0.24 0.342
H 3.0130 1.2244 0.5616 0.05 -0.91 -0.89 0.279
H 1.6068 -1.0745 2.2996 -0.51 1.19 0.61 0.366
H 3.3265 -0.5660 2.3525 -0.15 0.27 0.05 0.421
H 2.5064 -1.3614 1.0303 0.85 -0.37 -0.39 0.313
H 2.6282 1.6371 2.6104 -0.23 0.45 0.69 0.244
H 1.0126 1.3450 2.5533 -0.03 -0.02 0.31 0.269
C -3.7743 9.7831 0.2492 -1.19 0.46 0.97 -0.728
O -2.5648 9.1136 0.2072 1.11 -0.96 0.75 -0.353
C -1.9361 8.8976 1.5049 -0.73 -0.02 0.14 -0.821
C -2.3324 7.5514 2.2213 -0.40 0.06 0.25 0.573
C -3.1132 7.7231 3.5967 1.58 0.54 -1.19 -1.345
N -1.1280 6.7293 2.4809 -0.04 0.39 -0.38 -0.789
H -3.6541 10.8020 0.6173 0.18 0.47 -0.44 0.315
H -4.4953 9.3913 0.9667 0.01 -0.68 0.33 0.276
H -4.3306 9.7430 -0.6873 0.64 0.12 -0.30 0.292
H -0.8605 8.9656 1.3420 -0.01 -0.29 -0.18 0.435
H -2.1668 9.7272 2.1732 -0.22 0.27 -0.02 0.311
H -2.9437 7.0468 1.4731 -0.43 -0.03 0.07 0.277
H -3.8597 8.5131 3.5142 -0.36 -0.38 0.06 0.331
H -2.3535 8.0769 4.2937 0.04 0.19 0.10 0.376
H -3.4506 6.7850 4.0375 -0.38 0.03 -0.44 0.327
H -1.3378 5.7575 2.3029 -0.18 -0.25 0.30 0.270
H -0.4703 6.9438 1.7451 0.36 0.06 -0.03 0.253
C 2.2539 3.9913 -8.4922 0.01 0.04 -0.11 -0.925
C 1.2131 3.5003 -7.5245 0.05 -0.68 -0.35 -0.242
O 0.3025 2.5607 -8.1127 -0.09 0.36 0.19 -0.530
H 2.7829 3.1224 -8.8836 0.08 0.03 -0.19 0.289
H 2.9738 4.5628 -7.9064 0.09 0.31 -0.29 0.302
H 1.8337 4.5652 -9.3182 0.13 0.07 0.06 0.265
H 0.6020 4.3077 -7.1211 0.09 -0.12 0.10 0.298
H 1.8148 3.0154 -6.7558 -0.47 -0.02 0.62 0.244
H 0.7591 1.7307 -8.2682 0.12 0.02 -0.02 0.298
C 5.9326 5.6953 -1.8140 0.76 -0.19 0.58 -1.154
C 4.7880 4.7341 -1.6781 -0.54 0.19 -1.14 -0.057
O 3.8936 5.1071 -2.7325 -0.51 -0.20 -0.15 -0.522
H 6.7285 5.4852 -1.0995 -0.20 0.25 0.49 0.357
H 5.5390 6.7064 -1.7098 0.28 0.02 0.07 0.281
H 6.4769 5.6083 -2.7544 -0.56 -0.07 -0.35 0.297
H 4.1822 4.8273 -0.7767 0.69 -0.01 0.56 0.278
H 5.0427 3.6903 -1.8617 0.44 -0.12 0.41 0.232
H 3.0920 4.6295 -2.5066 -0.38 0.10 -0.45 0.286
C 5.9784 -0.6427 9.1078 0.15 -1.93 1.28 -1.205
C 6.2549 -1.3238 7.7468 -0.32 1.56 0.83 -0.087
O 6.9919 -0.3905 7.0037 0.57 0.64 -0.99 -0.523
H 5.6386 -1.3627 9.8523 -0.68 -0.43 -0.18 0.358
H 5.2108 0.1312 9.1072 0.21 0.13 -0.45 0.352
H 6.8563 -0.3412 9.6792 0.43 0.62 -0.77 0.347
H 5.2838 -1.4600 7.2710 -0.07 -0.60 -0.11 0.181
H 6.8759 -2.2187 7.7078 -0.43 -0.18 0.62 0.277
H 6.6590 0.4733 7.2579 0.14 0.18 -0.22 0.300
C -5.9002 5.2355 -4.2856 -0.32 -0.54 0.92 -0.924
C -7.0651 6.1542 -4.1165 -1.29 1.30 -0.86 -0.191
O -7.4243 6.4431 -2.7992 0.09 -0.65 2.08 -0.537
H -5.7016 5.1168 -5.3508 0.75 0.55 0.15 0.308
H -6.0261 4.2088 -3.9419 -0.69 -0.04 0.19 0.249
H -5.1710 5.6301 -3.5780 0.87 0.09 -0.84 0.260
H -7.9817 5.8410 -4.6165 0.09 -0.40 -0.50 0.271
H -6.8301 7.1514 -4.4887 0.45 -0.18 -1.01 0.254
H -7.8029 7.3233 -2.7403 0.05 -0.14 -0.12 0.310
C -6.8098 3.3865 1.7550 -0.01 -1.14 -0.19 -0.913
C -7.5817 3.1888 3.0495 -1.85 2.89 0.57 -0.265
O -7.4560 2.0208 3.7466 1.37 -2.72 0.14 -0.534
H -7.3467 2.8313 0.9859 0.15 -0.11 -0.19 0.249
H -5.7965 2.9852 1.7734 0.04 -0.01 0.28 0.275
H -6.7402 4.4076 1.3799 -0.25 0.13 0.54 0.321
H -8.6462 3.3306 2.8629 -0.34 -0.01 -0.81 0.258
H -7.4691 3.9885 3.7815 0.93 0.65 -0.15 0.292
H -8.1215 1.9206 4.4311 -0.02 0.31 -0.21 0.318
```
Positions in Å, forces in eV/Å.

---

Q: The lowest strongest force on any atom belongs to which entry?
A: C27H27CaN4OSbSe4